No. 1
The following is a quantum chemistry calculation of a molecular structure, C24H52IrO3P2, from the OMol25 dataset.

```
82
Properties=species:S:1:pos:R:3
Ir -0.09457 -0.46819 -1.15484
C 1.66912 -0.27972 -0.53723
O 2.70001 -0.15351 0.02316
C -0.87577 0.11395 0.46978
O -1.32008 0.41646 1.55917
P -0.07053 2.06654 -1.47238
C -0.29287 2.09869 -3.28605
H -0.30593 3.17678 -3.52391
C -1.37991 3.15955 -0.83044
H -2.28425 2.51320 -0.84347
C 1.56972 2.87396 -1.23160
H 2.30032 2.19901 -1.72054
C 1.33471 -3.37163 0.59785
P -0.17797 -2.65629 -0.15176
H -0.62534 -4.68086 -1.41353
H 2.12339 -3.18241 -0.17287
C -1.57030 -3.32454 0.87219
H -1.35592 -4.40869 0.82123
C -1.08799 3.54304 0.61586
H -1.99534 4.00007 1.05103
H -0.28710 4.28670 0.71621
H -0.87418 2.66164 1.21046
C -1.66899 4.41353 -1.63615
H -0.84967 5.13206 -1.61849
H -2.53484 4.91169 -1.17401
H -1.95404 4.23237 -2.67577
C 1.72681 4.24345 -1.90603
H 1.36667 4.28836 -2.94015
H 2.80127 4.47387 -1.92927
H 1.25626 5.05990 -1.34388
C 1.92871 2.95773 0.26388
H 3.02814 2.98269 0.34800
H 1.54623 2.11206 0.86474
H 1.55010 3.88602 0.71466
C 0.93986 1.45176 -3.93357
H 1.66186 2.22638 -4.15556
H 0.65108 0.95025 -4.88490
H 1.47304 0.72688 -3.24070
C -1.63635 1.46768 -3.64844
H -1.77670 0.50507 -3.11827
H -1.68456 1.33062 -4.73950
H -2.46950 2.10298 -3.35159
C 1.19762 -4.87435 0.85614
H 0.78984 -5.44834 0.02361
H 0.61995 -5.08050 1.77092
H 2.22541 -5.23554 1.01721
C 1.71835 -2.66678 1.91104
H 1.02555 -2.89340 2.74185
C -1.54792 -3.04054 -2.53065
H 1.80712 -1.57945 1.77918
H 2.72692 -3.03821 2.19926
C 0.97602 -3.60269 -2.50138
H -1.55581 -1.93598 -2.34637
H -1.43522 -3.29419 -3.59244
H -2.56243 -3.33968 -2.24085
C -0.36471 -3.64340 -1.72674
H 0.75560 -3.73461 -3.57409
H 1.65303 -4.41991 -2.19203
H 1.47887 -2.62427 -2.32457
C -2.98991 -3.07581 0.32806
H -3.16136 -2.00434 0.10976
H -3.70274 -3.41837 1.09468
H -3.21312 -3.68188 -0.56746
C -1.52215 -2.84761 2.31984
H -1.65903 -1.75471 2.39043
H -0.59016 -3.10340 2.81962
H -2.33358 -3.36518 2.85835
H 0.47923 -0.81787 -2.97386
H -0.26984 -0.79210 -3.06265
C 0.62808 1.91267 5.25432
C 0.35340 0.40830 5.21879
C 0.71000 0.04075 3.77383
O 0.69229 1.20816 2.93924
C 0.45406 2.34436 3.77485
H -0.01408 2.46485 5.94589
H 1.67009 2.13786 5.54497
H -0.69889 0.17069 5.38898
H 0.97387 -0.17658 5.92330
H 1.68370 -0.47345 3.70154
H -0.04248 -0.65061 3.35638
H -0.56336 2.73707 3.60477
H 1.15315 3.14989 3.49299
```

Calculated values
lowest unoccupied orbital energy (alpha / beta)	-11.985 / -17.848	eV
max |F|	8.691	eV/A
multiplicity	6
charge	+4

No. 2
The following is a quantum chemistry calculation of C3H4N2O in the gas phase, from the OMol25 dataset.

```
10
Properties=species:S:1:pos:R:3
O -1.38137 -0.91059 0.73020
C -0.57858 0.93045 -0.36370
C -0.77551 0.31296 0.79671
N 1.44999 -0.46564 0.22501
N 1.36531 -0.24098 -0.98680
C 0.28133 0.67860 -1.32570
H -2.26246 -0.81988 1.10630
H -0.53519 0.69082 1.78875
H 2.16783 -1.17367 0.38885
H 0.26866 0.99792 -2.35961
```

Calculated values
lowest unoccupied orbital energy	0.129	eV
max |F|	0.673	eV/A

No. 3
The following is a quantum chemistry calculation of a molecular structure, C16H34BeO20P2Zr, from the OMol25 dataset.

```
74
Properties=species:S:1:pos:R:3
Be -2.01646 -2.05449 -1.00885
Zr 1.48962 -2.57110 -0.68889
C 0.17989 -4.42135 -1.91092
O 1.31451 -4.68944 -1.30248
O -0.34160 -3.76469 -0.91676
O 0.53643 -3.34828 -2.53819
C 0.61590 -0.28343 0.09814
O 1.83669 -0.65387 0.20667
O 0.07771 -1.38545 0.52102
O 0.20842 -0.73076 -1.04656
C -1.00362 2.54838 1.29898
C -1.30380 2.93095 2.73032
O -1.32122 4.35784 2.94110
C -2.52526 4.93146 2.76505
O -3.49634 4.42149 2.25289
O -2.56321 6.20196 3.23567
C -1.57857 6.65419 4.19648
H 0.02281 2.79027 1.01732
H -1.65496 3.10108 0.62263
H -1.16844 1.47779 1.16695
H -0.65446 2.49593 3.49255
H -2.22251 2.46882 3.09756
H -0.62896 6.12530 4.22308
H -2.09038 6.72642 5.15282
H -1.29712 7.64192 3.83163
C 2.48271 1.99073 -2.39638
C 3.69760 1.11970 -2.20226
O 3.73687 0.24150 -3.36229
C 3.15194 -0.95776 -3.34896
O 2.39088 -1.38085 -2.47638
O 3.28164 -1.51154 -4.53610
C 3.07697 -2.94164 -4.66068
H 1.65898 1.49121 -2.90621
H 2.67179 2.93687 -2.90123
H 2.03371 2.21994 -1.42612
H 3.53053 0.48670 -1.32811
H 4.68809 1.54697 -2.07137
H 3.49984 -3.20696 -5.62879
H 2.00472 -3.08924 -4.77308
H 3.57519 -3.61215 -3.96303
C -6.01357 1.08406 -2.25735
O -4.72331 1.46277 -2.76090
P -3.45048 1.42881 -1.78091
O -3.03421 0.07573 -1.35991
O -2.41928 2.31925 -2.59424
C -1.07167 2.42886 -2.23888
O -3.97491 2.44224 -0.62394
C -4.01373 3.83866 -0.96962
H -6.42858 0.33517 -2.92698
H -6.68018 1.93987 -2.15925
H -5.90568 0.71266 -1.23705
H -0.65070 1.68569 -1.55170
H -0.94471 3.41439 -1.79264
H -0.40128 2.18753 -3.06520
H -4.72521 4.09009 -1.75779
H -3.04562 4.15134 -1.35709
H -4.26263 4.45659 -0.11016
C 0.00885 -6.20030 1.66229
O 0.55048 -5.30834 2.63276
P 1.81534 -4.37410 2.53318
O 1.86233 -3.52359 1.29597
O 3.01683 -5.44977 2.70000
C 4.35338 -4.94336 2.61649
O 1.81767 -3.50164 3.85722
C 2.07392 -2.06528 3.89237
H 0.63158 -6.17129 0.76850
H -1.01065 -5.83957 1.53001
H -0.08803 -7.24414 1.95816
H 4.49468 -4.25841 3.45148
H 4.67911 -4.63395 1.62280
H 5.02683 -5.78575 2.77933
H 1.84753 -1.50373 2.98716
H 3.14943 -1.95268 4.03416
H 1.62000 -1.60222 4.76446
```

Calculated values
lowest unoccupied orbital energy	-9.630	eV
max |F|	14.689	eV/A
charge	+2

No. 4
The following is a quantum chemistry calculation of C3H7NOS in the gas phase, from the OMol25 dataset.

```
13
Properties=species:S:1:pos:R:3
C 1.21630 -1.43973 -0.00528
C -0.53086 0.31759 -0.06142
C 0.59537 1.37426 -0.01314
H 1.64334 -1.21966 0.97053
H 1.82898 -0.89442 -0.79872
H 1.26421 -2.50194 -0.19272
H 1.12167 1.39815 0.95372
H 1.34028 1.20565 -0.77410
H 0.17607 2.38381 -0.16696
H -3.84798 0.31598 0.21432
N -1.74072 0.64299 -0.05395
O -0.15611 -1.00705 -0.04244
S -2.91055 -0.57564 -0.02984
```

Calculated values
lowest unoccupied orbital energy	0.850	eV
max |F|	2.188	eV/A

> Which value of max |F| does entry 3 give?

14.689 eV/A

> Which value of max |F| does entry 4 give?

2.188 eV/A